1.
Molecular formula: C10H16O
Method: DFT, ωB97M-V with the def2-TZVPD basis set

Net charge   0
DFT total energy   -465.8442 hartree
Energy relative to the best compared isomer or geometry (same formula, charge and spin)   140.8 kJ/mol
Frontier orbital gap   9.2688 eV
SMILES   CCc1ccc(O)cc1.CC
LUMO   0.85 eV

Last column: Mulliken charge in e.
Cartesian coordinates (Å):
C -0.98152 -1.97454 2.84242  -0.98
C -1.27554 -0.61624 2.11959  -0.59
C -0.19838 -0.06809 1.20000  -0.12
C -0.30322 1.22271 0.64196  -0.17
C 0.65038 1.80004 -0.14568  -0.84
C 1.72409 1.03694 -0.60855  1.04
O 2.55537 1.45667 -1.60460  -0.55
C 1.85724 -0.27596 -0.17459  -1.11
C 0.90238 -0.75243 0.73499  0.10
H -0.29998 -2.50562 2.19198  0.31
H -1.99172 -2.36684 2.93546  0.29
H -0.65684 -1.82620 3.86436  0.28
H -2.21944 -0.62920 1.56698  0.38
H -1.41833 0.11895 2.92494  0.34
H -1.19695 1.78986 0.89133  0.38
H 0.58028 2.83557 -0.46574  0.29
H 2.65929 2.40941 -1.60089  0.30
H 2.71801 -0.85511 -0.47587  0.42
H 1.03340 -1.80019 0.98929  0.14
C -1.69391 -1.20162 -1.78646  -0.29
C -2.07919 0.00812 -2.63820  -0.93
H -0.96263 -0.94418 -0.99598  -0.21
H -2.56706 -1.80039 -1.51267  0.33
H -1.08864 -1.89995 -2.36458  0.32
H -1.34428 0.82372 -2.52494  0.25
H -3.03531 0.44638 -2.37047  0.29
H -1.95915 -0.24507 -3.68485  0.33

Atoms 1-6, force components in eV/Å:
-1.3 1.7 -1.0
0.7 0.5 0.8
0.3 0.8 -0.9
-1.0 -0.1 1.5
0.6 0.1 -0.7
-0.2 -0.7 -0.1



2.
Molecular formula: C28H50BaO11P
Method: DFT, ωB97M-V with the def2-TZVPD basis set

Net charge   +1
DFT total energy   -2291.3993 hartree
Energy relative to the best compared isomer or geometry (same formula, charge and spin)   220.3 kJ/mol
Frontier orbital gap   9.5461 eV
LUMO   -2.34 eV

Last column: Mulliken charge in e.
Cartesian coordinates (Å):
Ba -0.40749 0.47503 0.50891  3.15
C -3.53249 1.40423 -0.12419  -1.00
C -3.61459 2.65493 0.74641  -0.79
O -2.29389 3.12383 0.92911  -0.29
C -2.09569 3.87083 2.10511  -0.80
C -1.78849 2.97623 3.30741  -0.29
O -0.49129 2.46153 3.11271  -0.12
C 0.01201 1.74413 4.21871  -0.22
C 1.52731 1.63383 4.03351  -0.85
O 1.88131 0.97953 2.83371  0.13
C 2.41531 -0.31757 2.94431  -0.72
C 1.37881 -1.37957 3.30031  -0.66
O 0.40601 -1.40827 2.28011  0.05
C -0.60109 -2.37617 2.46731  -0.15
C -1.66999 -1.93407 3.47681  -0.87
O -2.22609 -0.66697 3.17181  -0.09
C -3.52859 -0.64977 2.63151  -1.30
C -3.55409 -0.68017 1.09741  0.21
O -2.82109 0.38173 0.52831  0.31
H -2.95769 1.65603 -1.01939  0.26
H -4.53799 1.08453 -0.41429  0.54
H -4.08039 2.40663 1.70811  0.35
H -4.22189 3.42283 0.24271  0.44
H -2.96129 4.51163 2.31251  0.42
H -1.21669 4.49213 1.92091  0.32
H -2.51249 2.15343 3.38181  0.01
H -1.82829 3.57203 4.23151  0.48
H -0.46809 0.76043 4.27201  -0.17
H -0.18629 2.29643 5.14911  0.52
H 1.97531 1.14513 4.90551  0.51
H 1.92021 2.65433 3.95411  0.27
H 3.22911 -0.34177 3.68341  0.52
H 2.81211 -0.53397 1.94911  0.16
H 0.92731 -1.14047 4.27241  0.32
H 1.88131 -2.35547 3.37581  0.38
H -0.17049 -3.33027 2.79801  0.49
H -1.04209 -2.50717 1.48151  -0.22
H -1.22689 -1.83647 4.47671  0.30
H -2.44849 -2.70257 3.52751  0.55
H -3.97749 0.28363 2.98791  0.31
H -4.11749 -1.49517 3.01091  0.45
H -4.59519 -0.67207 0.76071  0.47
H -3.07789 -1.60097 0.75011  -0.12
C -3.44319 -0.90157 -2.91029  -1.14
C -2.62499 -2.15417 -3.19639  1.41
C -2.81099 -2.59117 -4.65399  -2.02
C -3.03689 -3.27887 -2.24839  -1.17
O -1.23739 -1.88547 -3.02669  0.16
P -0.59899 -1.09807 -1.78619  -0.81
O -0.75519 0.39423 -1.89019  -0.77
O -1.05039 -1.60717 -0.44519  -0.41
O 0.95061 -1.49177 -1.87999  0.14
C 1.70291 -1.93977 -3.00869  1.76
C 1.38851 -1.09547 -4.24119  -1.22
C 1.40531 -3.41617 -3.27319  -1.55
C 3.17331 -1.78507 -2.60139  -1.65
H -4.49959 -1.08127 -3.09859  0.58
H -3.10149 -0.08217 -3.53709  0.30
H -3.28939 -0.62637 -1.87269  -0.12
H -3.85359 -2.84987 -4.82649  0.48
H -2.19269 -3.46027 -4.86869  0.39
H -2.52859 -1.78697 -5.33049  0.39
H -4.11039 -3.44287 -2.30509  0.43
H -2.75579 -3.00387 -1.23609  -0.05
H -2.51759 -4.19717 -2.51069  0.36
H 0.34131 -1.21357 -4.50449  0.14
H 2.00151 -1.40467 -5.08319  0.52
H 1.56221 -0.04497 -4.03059  0.04
H 0.39181 -3.54127 -3.63929  0.14
H 1.50891 -3.97737 -2.34809  0.29
H 2.10841 -3.80497 -4.00339  0.50
H 3.37141 -0.76787 -2.26939  0.21
H 3.82071 -2.02507 -3.43899  0.45
H 3.39551 -2.46007 -1.77639  0.38
C 1.97001 2.20453 -2.22929  -1.18
C 2.44671 1.84683 -0.85409  0.30
O 1.68571 1.36143 -0.02909  -0.49
C 3.86621 2.11183 -0.50859  0.59
C 4.86581 2.30403 -1.46459  -0.26
C 6.17651 2.51123 -1.07509  -0.93
C 6.51401 2.54273 0.26781  -0.41
C 5.52661 2.37883 1.22861  -0.75
C 4.21701 2.16383 0.84501  -0.18
H 0.94401 1.86323 -2.35339  -0.04
H 2.59981 1.74543 -2.98689  0.34
H 2.01761 3.28313 -2.36339  0.51
H 4.64091 2.27213 -2.51949  0.42
H 6.93761 2.65553 -1.82719  0.42
H 7.54131 2.69523 0.56331  0.41
H 5.78301 2.42573 2.27611  0.44
H 3.43731 2.03963 1.58331  0.40

Atoms 1-6, force components in eV/Å:
0.4 2.1 4.2
-0.3 1.1 -0.1
-0.2 -0.3 -0.2
0.1 -0.4 -0.3
0.2 0.0 0.6
-0.2 0.3 -0.3



3.
Molecular formula: C24H41BrN6O2P
Method: DFT, ωB97M-V with the def2-TZVPD basis set

Net charge   +1
DFT total energy   -4333.2946 hartree
Frontier orbital gap   8.5960 eV
LUMO   -3.50 eV

Last column: Mulliken charge in e.
Cartesian coordinates (Å):
C -3.06679 -0.30598 -1.18505  -1.45
C -1.63063 -0.74268 -0.90169  -0.36
C -1.50226 -1.49487 0.44221  -0.77
N -0.59654 -0.73100 1.35052  0.12
C 0.71566 -0.69467 1.01850  -0.16
C 1.62252 0.01708 1.76216  -0.30
Br 3.40294 0.03548 1.16752  -0.17
C 1.17866 0.71007 2.88796  -0.25
C -0.15109 0.65028 3.23391  0.00
P -0.62713 1.64161 4.74025  0.14
O -1.29341 0.52799 5.73175  -0.47
O -1.99422 2.31973 4.18297  -0.39
C -1.05786 -0.09710 2.44868  0.86
N -2.40901 -0.19584 2.72141  -0.48
H -3.04372 0.38129 -2.02620  0.43
H -3.43679 0.25033 -0.32810  0.34
H -3.71675 -1.13269 -1.44692  0.33
H -1.01670 0.15277 -0.90017  0.40
H -1.23668 -1.38177 -1.68479  0.39
H -1.04270 -2.46106 0.28309  0.44
H -2.45797 -1.62512 0.91580  0.34
H 1.02486 -1.22064 0.13017  0.40
H 1.87608 1.29751 3.46898  0.49
H -0.71557 -0.24775 5.74416  0.35
H -1.79084 3.21271 3.87632  0.21
H -2.65183 0.28302 3.58050  0.34
H -2.68012 -1.17128 2.83447  0.21
C -4.35043 7.43323 1.74825  -1.17
C -4.32515 5.90967 1.70936  -0.48
C -3.70325 5.29285 2.96909  -0.18
C -2.31076 5.73083 3.12565  0.16
N -1.22317 6.07329 3.23713  -0.44
H -3.34282 7.84828 1.79356  0.36
H -4.82685 7.82848 0.85217  0.34
H -4.90787 7.79520 2.61364  0.30
H -3.76950 5.57847 0.83009  0.29
H -5.34339 5.53210 1.60592  0.33
H -3.72045 4.20358 2.90439  0.25
H -4.26484 5.58661 3.85655  0.30
C 7.20091 2.73316 -2.22878  -1.16
C 5.78033 2.29456 -1.89218  -0.51
C 5.68495 0.80586 -1.53537  0.32
C 6.11129 -0.03120 -2.65760  0.12
N 6.44173 -0.66759 -3.55018  -0.47
H 7.58180 2.21000 -3.10655  0.34
H 7.22889 3.80029 -2.44585  0.34
H 7.87960 2.54101 -1.39596  0.31
H 5.12472 2.50662 -2.73869  0.29
H 5.41116 2.87875 -1.04718  0.32
H 4.65739 0.54150 -1.29038  -0.29
H 6.31084 0.58203 -0.66896  0.35
C 3.12624 -2.93990 -4.87314  -1.06
C 2.41518 -1.92149 -5.75750  -0.45
C 2.52197 -0.48980 -5.21812  -0.37
C 1.91465 -0.37677 -3.89173  0.28
N 1.45666 -0.28391 -2.84600  -0.46
H 2.68052 -2.98324 -3.87765  0.29
H 3.05492 -3.93658 -5.30734  0.33
H 4.18376 -2.69463 -4.76246  0.28
H 1.36311 -2.19547 -5.85744  0.30
H 2.84757 -1.94593 -6.75804  0.32
H 2.01850 0.21132 -5.88413  0.31
H 3.56872 -0.18997 -5.14186  0.25
C -1.30335 -6.51066 1.29374  -1.04
C -2.77844 -6.87468 1.41892  -0.41
C -3.68834 -5.98864 0.55794  -0.47
C -3.57929 -4.58369 0.94976  0.25
N -3.49189 -3.48740 1.26940  -0.44
H -1.11262 -5.49419 1.64460  0.23
H -0.69218 -7.18262 1.89440  0.34
H -0.96591 -6.58467 0.25819  0.31
H -3.08345 -6.80132 2.46392  0.31
H -2.92236 -7.91202 1.11678  0.31
H -4.73020 -6.29101 0.66381  0.31
H -3.42017 -6.07343 -0.49618  0.27

Atoms 1-6, force components in eV/Å:
0.6 0.2 -0.2
-0.4 -0.2 0.2
0.5 0.8 -0.6
0.0 -0.3 0.2
0.3 0.4 0.3
-0.2 -0.3 -0.5



4.
Molecular formula: C27H57Cl2N12O10
Method: DFT, ωB97M-V with the def2-TZVPD basis set

Net charge   +1
DFT total energy   -3392.8407 hartree
Frontier orbital gap   5.9839 eV
LUMO   -4.56 eV

Last column: Mulliken charge in e.
Cartesian coordinates (Å):
C 4.92513 0.12112 1.33412  -0.91
C 3.45287 0.01879 1.37925  0.60
Cl 2.70481 -0.14982 2.91572  -0.35
C 2.66120 0.02315 0.30918  -0.42
Cl 3.18401 0.24035 -1.28950  -0.08
N 1.23619 -0.15615 0.39972  1.09
C 0.71715 -1.37830 0.50927  -0.05
C -0.65095 -1.54194 0.58978  -0.74
C -1.42962 -0.41777 0.54926  -0.41
C -0.79084 0.81888 0.42553  -0.27
N 0.51524 0.95679 0.36042  -0.78
H 5.19740 1.03904 0.81316  0.32
H 5.34367 0.11073 2.33068  0.41
H 5.30320 -0.72900 0.75768  0.14
H 1.40977 -2.20465 0.51779  0.59
H -1.07863 -2.52713 0.67898  0.56
H -2.50533 -0.48408 0.60877  0.66
H -1.36168 1.73306 0.38063  0.47
O 0.78244 6.84367 -0.14929  -0.61
C 0.86591 5.72637 0.31678  0.62
N 0.48020 4.62865 -0.39297  -0.32
C 1.39790 5.46453 1.70679  -0.85
H 0.55916 3.69730 -0.02985  0.19
H 0.12738 4.77116 -1.32409  0.21
H 0.78119 6.00314 2.42362  0.26
H 2.41242 5.85293 1.77127  0.26
H 1.40540 4.40640 1.96753  0.28
O 6.05680 -2.66000 0.56672  -0.69
C 6.35864 -3.35208 -0.39810  0.60
N 6.23435 -4.69814 -0.35874  -0.38
C 6.89262 -2.76175 -1.67609  -0.75
H 6.48811 -5.28363 -1.13180  0.20
H 5.90228 -5.12268 0.49043  0.24
H 7.79331 -2.19431 -1.46106  0.24
H 6.15895 -2.06605 -2.07687  0.14
H 7.11300 -3.51579 -2.43006  0.35
O 7.63910 1.14842 -2.53387  -0.61
C 7.14653 2.23213 -2.29591  0.70
N 5.83004 2.47875 -2.55248  -0.34
C 7.93714 3.37337 -1.70429  -0.93
H 5.39071 3.36177 -2.37400  0.18
H 5.29346 1.73448 -2.96105  0.15
H 8.76599 3.60326 -2.37049  0.28
H 8.34802 3.05423 -0.74832  0.25
H 7.34181 4.27288 -1.55543  0.34
O 0.52132 -3.41952 -4.11386  -0.66
C -0.02085 -2.34388 -3.91190  0.66
N -1.34548 -2.17580 -4.08177  -0.23
C 0.76384 -1.14390 -3.42637  -0.62
H -1.83465 -1.31693 -3.91541  0.15
H -1.90719 -2.96766 -4.35573  0.18
H 1.54036 -0.90482 -4.15039  0.36
H 1.24329 -1.41359 -2.48806  -0.09
H 0.13841 -0.26330 -3.27305  0.32
O 4.30575 -2.26798 6.26556  -0.60
C 3.74696 -1.42933 6.94118  0.64
N 3.15007 -0.34445 6.36436  -0.24
C 3.66438 -1.51603 8.44626  -0.87
H 2.67467 0.36453 6.88914  0.18
H 3.21222 -0.27742 5.36365  0.21
H 4.67492 -1.54418 8.84839  0.26
H 3.16528 -2.44492 8.71447  0.25
H 3.12725 -0.68092 8.89334  0.30
O 0.23169 12.34060 0.94441  -0.62
C 0.20766 11.14087 0.76002  0.58
N 1.34129 10.39096 0.70879  -0.34
C -1.08526 10.37758 0.57141  -0.66
H 1.32409 9.39881 0.54735  0.22
H 2.22260 10.86016 0.82392  0.19
H -1.60928 10.79069 -0.28821  0.24
H -1.70678 10.52463 1.45277  0.23
H -0.92689 9.31103 0.41449  0.18
O -4.04603 -2.79463 -4.04913  -0.65
C -4.91794 -3.41827 -4.63411  0.81
N -4.92787 -3.54247 -5.98201  -0.41
C -6.03189 -4.10548 -3.89064  -0.99
H -5.62890 -4.06877 -6.46732  0.17
H -4.19113 -3.10777 -6.50976  0.21
H -6.57689 -3.36367 -3.30927  0.30
H -5.58069 -4.82523 -3.21061  0.23
H -6.72629 -4.62345 -4.54988  0.35
O -3.37073 -5.93416 -3.95003  -0.60
C -2.31454 -6.51946 -3.78372  0.53
N -2.07637 -7.73388 -4.34212  -0.38
C -1.19484 -5.93465 -2.95495  -0.51
H -1.21096 -8.22373 -4.21963  0.18
H -2.79939 -8.14773 -4.90488  0.23
H -1.56834 -5.76152 -1.94639  0.20
H -0.89553 -4.98665 -3.39748  -0.09
H -0.31823 -6.57919 -2.90629  0.37
O -4.33801 -1.15467 1.42969  -0.71
C -4.61964 -1.60168 2.54077  0.75
N -5.81426 -1.40367 3.10745  -0.27
C -3.61847 -2.41630 3.33181  -0.79
H -6.04641 -1.77078 4.01130  0.17
H -6.52930 -0.87450 2.61988  0.16
H -2.72723 -1.81305 3.50440  0.20
H -3.33917 -3.29192 2.74744  0.22
H -4.00544 -2.74707 4.29330  0.33
O -8.47447 -0.57523 2.69657  -0.73
C -9.27616 0.10998 2.07627  0.65
N -10.46468 -0.38758 1.67515  -0.38
C -8.99370 1.54947 1.72541  -0.87
H -11.13679 0.16024 1.17207  0.19
H -10.68112 -1.34418 1.89883  0.23
H -8.08758 1.59095 1.12347  0.24
H -8.82064 2.10406 2.64559  0.25
H -9.80645 2.01939 1.17516  0.33

Atoms 1-6, force components in eV/Å:
0.0 0.1 -0.4
-0.3 -0.1 -0.2
-0.2 -0.1 0.2
0.0 0.0 0.2
0.4 0.1 -0.3
-0.4 0.1 0.2



5.
Molecular formula: C5H8O2
Method: DFT, ωB97M-V with the def2-TZVPD basis set

Net charge   0
DFT total energy   -345.7600 hartree
Energy relative to the best compared isomer or geometry (same formula, charge and spin)   118.1 kJ/mol
Frontier orbital gap   10.6596 eV
SMILES   C=CCCC(=O)O
LUMO   0.76 eV

Last column: Mulliken charge in e.
Cartesian coordinates (Å):
C 1.42172 1.18306 2.04089  -0.76
C 1.10690 -0.00164 1.44499  -0.20
C -0.12704 0.02141 0.49955  -0.49
C 0.11591 -0.72539 -0.83792  -0.41
C -1.06627 -0.71105 -1.87002  0.50
O -1.22900 -1.27995 -2.93995  -0.58
O -1.98262 0.27004 -1.54182  -0.44
H 0.88202 2.13543 1.70141  0.18
H 2.19587 1.41299 2.68569  0.34
H 1.48992 -0.92741 1.67391  0.39
H -0.54274 1.05966 0.27032  0.29
H -0.90216 -0.40772 1.02173  0.35
H 0.40068 -1.77124 -0.54310  0.27
H 1.00229 -0.38529 -1.47046  0.25
H -2.76548 0.12711 -2.13522  0.33

Atoms 1-6, force components in eV/Å:
-2.1 -0.3 -2.8
-2.2 4.8 -0.4
1.9 2.0 -1.7
0.4 -1.0 -0.8
-0.7 0.8 -1.0
1.0 0.0 2.1



6.
Molecular formula: C3H5NO2
Method: DFT, ωB97M-V with the def2-TZVPD basis set

Net charge   0
DFT total energy   -322.4953 hartree
Energy relative to the best compared isomer or geometry (same formula, charge and spin)   207.6 kJ/mol
Frontier orbital gap   11.0115 eV
SMILES   [H]/N=C\OCC=O
LUMO   0.81 eV

Last column: Mulliken charge in e.
Cartesian coordinates (Å):
H 1.53414 1.14906 1.01682  0.27
N 1.85325 0.78468 0.12155  -0.55
C 1.36457 -0.00764 -0.72577  0.10
O 0.23336 -0.76414 -0.90484  -0.35
C -0.74474 -0.83710 0.10729  -0.28
C -1.30759 0.54248 0.35840  0.01
O -1.78333 0.88868 1.40876  -0.46
H 1.95078 -0.20324 -1.62095  0.36
H -0.33234 -1.26524 1.02466  0.28
H -1.53931 -1.50354 -0.26251  0.28
H -1.22878 1.21600 -0.52341  0.35

Atoms 1-6, force components in eV/Å:
-0.7 -0.7 -0.4
-0.1 -0.2 -0.2
0.5 0.2 -0.1
0.3 0.1 0.2
0.0 0.1 0.3
-0.2 0.1 0.5